No. 1
DFT (ωB97M-V/def2-TZVPD) results for a 4-piece molecular cluster, C26H56N5O8 overall in a non-equilibrium geometry.

Structure (XYZ):
```
95
Properties=species:S:1:pos:R:3:forces:R:3:lowdin_charge:R:1
C 1.741 -6.243 4.492 0.2 -0.2 -0.2 -0.2106
H 0.758 -6.076 4.030 -0.1 0.0 0.2 0.1019
H -5.026 -1.161 -1.732 0.2 0.0 0.0 0.1371
H -1.201 4.104 5.451 -0.1 0.0 0.0 0.1189
H 0.561 -4.614 2.433 0.0 -0.2 0.0 0.1122
H 1.878 4.021 -5.601 0.1 -0.1 -0.2 0.1038
H -3.556 5.114 2.030 -0.1 -0.2 -0.1 0.0698
H 0.842 -3.801 -3.140 -0.3 0.1 0.2 0.0911
C 1.936 3.310 -3.037 0.1 0.2 0.1 -0.1957
H 4.491 5.568 -5.349 -0.1 0.0 0.1 0.1237
H 4.137 7.783 -5.069 0.0 0.0 0.1 0.0898
H 3.186 -8.828 2.937 0.1 -0.1 0.1 0.0769
C -4.047 -1.623 -1.661 0.0 -0.3 0.1 0.0246
C 3.102 7.507 -4.854 -0.2 0.0 -0.1 -0.1105
C -2.161 3.081 0.136 -0.2 0.0 0.1 -0.1022
H 1.754 -7.397 1.265 -0.1 -0.1 0.1 0.0757
C -0.292 -3.554 -1.251 1.0 -0.5 -0.4 -0.1326
H -2.176 0.707 2.221 0.0 0.0 0.0 0.1144
O -3.749 5.776 3.985 0.0 -0.2 0.0 -0.1722
C -2.659 -3.538 -1.710 0.0 -1.0 -0.1 0.0013
H -3.115 5.459 5.862 0.0 0.0 0.0 0.1237
H -1.138 5.537 4.440 0.0 0.0 0.1 0.1215
H -0.885 0.153 -0.141 0.2 -0.5 -0.1 0.1154
C -1.867 1.751 2.101 -0.3 -0.2 0.2 -0.2305
O -2.780 2.344 1.180 0.3 -0.1 -0.3 -0.2044
C 2.868 4.145 -5.143 0.0 0.3 0.2 -0.2119
N 2.776 4.306 -3.696 -0.2 -0.2 -0.1 -0.0469
C 0.450 3.275 -3.395 0.0 -0.2 0.2 -0.2360
H 2.470 8.381 -5.011 0.0 0.0 -0.1 0.0904
O 0.159 0.042 -1.909 1.1 -1.2 0.3 -0.1170
C 2.454 -9.402 3.514 -0.2 0.0 -0.1 -0.1093
C -4.290 5.142 2.841 0.0 0.3 0.0 -0.1004
C -1.942 2.431 3.455 0.0 0.3 -0.2 -0.2136
H 3.465 3.257 -5.368 0.0 0.0 0.0 0.1233
O 2.651 6.486 -5.727 0.2 0.1 0.2 -0.1940
H 0.207 -1.262 -0.280 0.3 0.5 -0.3 0.1324
H -3.000 0.177 -1.184 0.1 -0.2 0.0 0.1377
H 0.547 -7.052 0.038 0.0 0.1 0.0 0.0859
N -0.733 0.296 -3.005 -1.2 0.0 -0.6 -0.0098
C 1.759 -7.673 4.999 -0.3 0.1 0.1 -0.2115
H 0.592 6.189 -3.578 0.1 0.0 -0.2 0.0736
H 2.402 5.222 -3.490 0.1 0.0 0.0 0.0678
N 2.828 -6.004 3.547 -0.3 0.1 0.0 -0.0462
H 2.031 -10.165 2.862 -0.1 0.0 0.0 0.0901
C 1.516 -4.552 1.897 0.1 0.3 0.0 -0.2353
C -1.662 4.589 4.585 0.1 0.1 -0.2 -0.1920
H 2.750 -3.920 3.539 -0.1 0.0 0.0 0.1218
H 3.621 -4.660 2.207 0.0 0.1 0.0 0.1232
H -1.774 4.257 2.593 0.0 0.0 0.0 0.0665
H 2.012 3.503 -1.963 -0.1 -0.1 0.0 0.1215
H -1.377 1.843 4.184 0.0 0.0 0.0 0.1253
C -2.920 -0.896 -1.343 -0.6 0.9 0.0 0.0218
O -0.472 -0.344 -3.935 0.4 0.3 0.3 0.1416
H -2.996 2.438 3.759 0.0 -0.2 0.0 0.1066
H 0.090 -3.497 -0.228 -0.4 0.3 -0.1 0.1048
H 1.578 -3.530 1.505 0.1 0.0 0.0 0.1068
C -1.687 -1.487 -1.219 0.6 0.5 0.1 -0.1491
H 2.955 -9.898 4.349 0.1 0.0 0.0 0.0911
H -1.719 4.007 0.512 0.2 0.0 -0.1 0.0850
H -4.767 -3.597 -2.069 0.3 -0.1 0.0 0.1337
O 1.507 -5.400 0.756 -0.3 0.1 0.1 -0.2054
H 0.277 3.077 -4.460 0.1 0.2 -0.1 0.1149
C -0.492 -0.622 -0.827 -0.9 0.4 0.6 -0.0974
C 0.968 -6.696 0.980 0.1 0.0 -0.3 -0.0844
H 2.850 -6.758 2.873 0.1 -0.1 0.1 0.0674
N -1.390 3.778 3.397 -0.1 -0.1 0.1 -0.0499
H -0.842 1.751 1.714 0.0 0.2 0.0 0.1178
C -3.118 4.914 4.915 0.1 0.1 0.3 -0.2244
C -0.232 5.524 -3.843 -0.1 0.1 0.2 -0.0859
H -5.133 5.740 2.494 0.0 0.0 0.1 0.0904
H 1.767 -3.297 -1.730 -0.2 -0.1 -0.2 0.0960
H -4.648 4.132 3.059 0.1 0.0 0.0 0.0876
H 2.368 2.318 -3.210 0.0 0.0 -0.1 0.1168
N -1.571 -2.813 -1.407 0.1 -0.5 0.0 0.0283
O 1.390 -8.582 3.967 0.3 0.0 0.0 -0.1965
C 0.810 -3.165 -2.251 0.4 0.2 0.3 -0.0281
H -2.929 3.345 -0.590 0.0 0.0 0.0 0.0949
H 3.671 5.138 -6.851 0.0 0.0 0.0 0.1227
H -1.391 2.488 -0.372 0.1 0.1 0.0 0.0699
H -1.156 6.088 -3.715 0.0 -0.1 0.0 0.0900
C 3.513 5.357 -5.791 -0.1 -0.2 -0.3 -0.2141
H -2.544 -4.611 -1.825 0.3 0.2 0.0 0.1511
H -3.724 4.016 5.085 0.0 0.0 -0.2 0.1111
H 0.178 -6.691 1.734 0.1 0.0 0.1 0.0920
H 0.013 2.429 -2.857 0.0 0.1 0.1 0.0718
H 3.013 7.206 -3.805 0.1 0.0 0.0 0.0767
O -0.280 4.407 -2.966 0.0 -0.1 -0.2 -0.1817
H 1.009 -7.768 5.788 0.0 0.0 0.0 0.1236
C -3.895 -2.992 -1.845 -1.0 0.6 -0.1 0.0019
C 2.720 -4.744 2.820 0.3 -0.2 0.0 -0.1949
H -0.151 5.224 -4.890 0.1 0.0 0.0 0.0917
H 1.844 -5.560 5.338 0.0 0.0 0.0 0.1256
H 2.730 -7.927 5.433 0.1 0.0 -0.1 0.1253
H -0.496 -4.615 -1.409 -0.3 0.2 0.2 0.1217
H 0.786 -2.122 -2.576 -0.1 -0.2 0.1 0.0527
```
Positions in Å, forces in eV/Å.

electronic energy = -1899.45122 Eh
LUMO = -4.282 eV
net charge = +1
Kohn-Sham gap = 0.22412 Ha

---

No. 2
DFT (ωB97M-V/def2-TZVPD) results for a 7-piece molecular cluster, C26H56N8O9P overall in a non-equilibrium geometry.

Structure (XYZ):
```
100
Properties=species:S:1:pos:R:3:forces:R:3:lowdin_charge:R:1
C 6.394 -3.537 -4.378 -0.3 0.0 -0.4 -0.0742
H 1.879 0.150 6.844 0.0 0.0 0.0 0.1373
C 4.858 -4.168 -1.931 0.0 0.0 0.1 -0.0097
C -0.826 7.240 2.494 0.7 -0.8 0.1 -0.2188
H 0.258 -3.075 -1.430 0.1 0.2 0.1 0.0694
H 1.437 2.012 0.694 -0.4 0.2 -0.6 0.0188
C 3.977 -2.927 -8.214 -0.1 0.1 0.3 -0.5369
C 0.518 -5.119 1.018 0.3 0.1 0.1 -0.5229
H -0.489 8.713 4.079 0.5 -0.2 -0.9 0.1002
H -8.969 -0.162 1.322 0.0 0.0 0.0 0.1435
N 3.947 -1.572 -8.306 0.1 -0.4 -0.1 0.0067
O -6.803 -0.728 0.513 0.1 0.1 0.0 0.0403
H -6.303 2.317 0.704 0.0 0.1 0.1 0.0734
H 0.392 -7.809 1.160 0.0 0.1 0.0 0.0754
N -2.098 7.266 2.074 1.7 0.1 0.7 0.1652
H 5.435 -3.434 -9.702 -0.1 0.0 -0.1 0.0871
H 2.723 0.014 3.957 0.0 -0.1 0.1 0.0772
H 4.454 -3.716 -5.224 0.0 0.0 -0.1 0.0967
H -5.888 1.621 2.302 0.0 0.1 -0.1 0.0818
H 3.412 -0.149 -9.718 0.1 0.1 -0.2 0.0847
O -4.177 5.742 3.735 0.0 0.7 -0.6 -0.0567
H 6.853 -4.270 -5.045 0.2 0.1 0.1 0.0851
H -5.065 1.059 0.839 -0.1 -0.1 0.0 0.0803
H -1.543 -4.821 0.567 0.1 0.0 0.0 0.0833
C 0.484 -0.530 -0.586 0.1 -0.2 -0.2 -0.5136
C 0.934 -2.515 -2.068 0.2 0.3 -0.2 -0.0495
O 0.603 2.738 3.577 -0.2 2.2 -1.0 -0.3036
C -0.695 4.734 2.026 0.2 3.9 0.2 -0.2204
H 2.556 -3.452 4.971 0.0 0.1 0.1 0.0820
H 6.841 -3.620 -3.392 -0.1 0.0 0.0 0.0708
C -6.016 1.408 1.238 0.1 0.1 0.0 -0.0199
C -6.317 5.761 2.563 -0.1 0.3 0.3 -0.0312
C 4.286 -0.744 -9.447 -0.2 0.2 0.4 -0.0733
H 1.684 -0.525 -2.160 0.0 -0.1 0.0 0.1428
H -1.276 -1.719 -0.336 0.1 -0.2 0.1 0.0927
H 1.561 1.181 4.625 0.3 -0.1 -0.2 0.0445
H -0.863 -6.306 -0.113 -0.1 -0.1 0.1 0.0909
H -0.842 -0.730 1.066 0.0 0.1 -0.1 0.0779
C 4.413 -3.705 -9.428 0.0 -0.1 0.0 -0.0061
C 2.445 0.581 4.842 -0.2 0.2 0.6 -0.0774
O 1.902 -2.218 7.065 0.0 0.0 -0.1 0.0293
H -9.214 1.521 3.114 0.0 0.3 0.1 0.0859
O 2.982 -4.235 -3.417 0.2 -0.1 0.1 0.0106
P 0.108 3.030 1.985 -1.7 -3.4 -1.2 0.8847
H 3.645 -1.118 -7.457 0.0 0.0 -0.1 0.1408
C -4.886 6.384 2.647 0.2 -0.1 0.1 -0.3551
H 5.327 -3.217 -1.668 0.1 -0.1 0.0 0.0846
N 1.075 -1.133 -1.634 -0.4 0.3 0.5 0.0331
C -0.443 -1.351 0.264 0.1 0.2 0.2 -0.0046
O 3.657 -3.478 -7.168 0.2 0.0 0.0 0.0198
H 5.097 -0.072 -9.161 0.0 0.0 -0.2 0.0839
H 0.555 -2.517 -3.091 0.0 -0.2 0.0 0.0928
H 3.584 -2.103 4.470 -0.1 0.0 -0.1 0.0841
C -7.062 0.338 1.044 -0.2 -0.5 -0.2 -0.5564
H 0.046 3.321 4.132 0.5 -0.5 0.1 0.0580
N -2.613 6.132 1.689 -2.0 -2.2 -1.9 -0.1342
H 3.267 1.243 5.122 0.0 0.1 -0.3 0.0860
N -8.323 0.597 1.485 0.4 0.2 0.0 0.0058
H -6.456 4.896 3.264 0.6 0.8 -0.6 0.0920
H 6.575 -2.535 -4.774 0.2 0.0 0.1 0.0815
H 3.738 -3.511 -10.262 0.1 0.0 -0.1 0.0877
H 4.113 -4.406 -1.175 0.0 0.0 -0.1 0.0730
H -4.138 7.152 0.652 -0.1 -0.8 0.4 0.1439
H -7.052 6.532 2.909 0.5 -0.7 -0.7 0.0922
H 5.606 -4.962 -1.942 0.1 0.1 0.1 0.0851
H -4.361 5.310 0.721 0.5 0.9 0.5 0.1291
H -9.626 2.210 1.529 0.0 0.2 0.2 0.0850
O 0.768 -3.918 0.995 0.2 -0.5 0.1 -0.0080
H -4.878 7.475 2.891 -0.4 -0.8 -0.4 0.1433
N 1.501 -6.013 1.280 -0.4 0.2 -0.1 0.0143
H 1.914 -2.983 -2.054 -0.2 -0.2 -0.1 0.0555
C -8.818 1.794 2.134 -0.3 -0.5 -0.1 -0.0758
H 1.714 -7.781 2.345 -0.1 -0.2 -0.1 0.0862
H -3.577 6.422 4.091 -0.3 -0.5 0.1 0.0922
C -0.088 5.976 2.469 -1.1 -0.6 -0.3 0.0582
O 1.368 2.975 0.925 -0.4 1.1 2.1 -0.2748
C 1.403 -7.459 1.350 0.5 0.2 0.1 -0.0671
H -8.040 2.542 2.258 0.0 -0.1 0.0 0.0576
H 4.387 -4.768 -9.202 0.0 0.1 0.1 0.0857
C -0.218 8.585 2.997 -1.4 -0.6 -0.3 -0.0098
C -2.095 4.897 1.592 3.3 0.0 1.2 0.0223
H -1.230 -6.196 1.634 0.0 -0.1 -0.1 0.0897
C -4.060 6.232 1.277 -0.3 0.3 1.0 -0.0278
C -0.868 -5.652 0.760 -0.1 0.1 0.0 0.0029
H -6.545 5.382 1.540 0.0 0.5 0.7 0.0776
O 0.711 0.664 -0.348 0.3 0.3 0.3 -0.0466
H 0.969 5.983 2.815 -0.9 0.0 -0.3 0.1356
H -0.791 9.385 2.460 0.8 -0.5 0.4 0.0941
C 4.187 -4.064 -3.279 -0.1 0.0 -0.4 -0.5413
H -2.676 4.026 1.217 0.3 1.0 0.4 0.1515
C 2.182 -1.640 6.027 -0.1 -0.1 0.4 -0.5558
N 4.965 -3.771 -4.351 -0.2 0.0 0.5 0.0174
H 4.596 -1.336 -10.303 0.0 0.0 0.1 0.0746
H 0.102 -2.193 0.711 -0.4 0.3 -0.3 0.0457
N 2.148 -0.279 5.973 0.1 -0.4 -0.2 0.0027
H 2.079 -7.889 0.609 -0.1 -0.2 0.0 0.0863
H 0.877 8.646 2.837 -0.8 0.0 0.1 0.0924
H 1.867 -2.167 3.971 0.1 0.0 -0.1 0.0802
C 2.573 -2.383 4.775 0.0 0.0 -0.1 -0.0109
H 2.400 -5.586 1.442 0.0 -0.1 0.0 0.1391
```
Positions in Å, forces in eV/Å.

electronic energy = -2480.65879 Eh
LUMO = -4.510 eV
net charge = +1
Kohn-Sham gap = 0.21494 Ha

---

- Among the records above, which one has the lowest LUMO?
  C26H56N8O9P

---

- The highest electronic energy belongs to which entry?
  C26H56N5O8

---

- electronic energy of number 1 (C26H56N5O8)?
  -1899.45122 Eh